[1]
48
Properties=species:S:1:pos:R:3 method="wB97M-V/def2-TZVPD" relative_energy_ev=0.000 e_lumo_ev=0.4 homo_energy_ev=-8.685 gap_ev=9.118
O -2.98 2.46 -1.93
O 5.49 -0.88 -0.90
O 1.71 1.47 -2.30
O -0.18 0.45 -1.64
O -5.00 -2.93 0.60
O 2.18 -1.24 0.37
N 2.92 -1.06 -1.77
C -4.40 -3.86 1.48
C 1.06 0.48 -2.09
C -2.95 0.36 -0.86
C 0.70 2.13 2.13
C 0.40 1.58 0.89
C 3.10 -1.11 -0.42
C 5.04 -1.10 1.27
C -2.30 -0.52 0.01
C -0.80 1.71 -1.35
C 6.43 -0.97 1.11
C 1.59 -0.95 -2.30
C -0.44 2.25 0.02
C -4.29 0.10 -1.19
C -2.95 -1.62 0.52
C 6.65 -0.85 -0.23
C -4.28 -1.88 0.17
C 0.17 3.35 2.50
C -4.94 -1.00 -0.69
C -0.97 3.49 0.39
C -2.33 1.56 -1.43
C 4.50 -1.04 0.01
C -0.67 4.03 1.63
H 0.40 3.78 3.46
H -1.62 4.01 -0.29
H 7.17 -0.98 1.88
H 0.83 0.62 0.63
H 4.49 -1.22 2.18
H -1.09 4.98 1.91
H -1.28 -0.34 0.30
H -4.10 -3.39 2.42
H -3.54 -4.35 1.02
H 0.93 -1.64 -1.76
H -2.42 -2.28 1.19
H 1.59 -1.18 -3.36
H -5.17 -4.61 1.69
H -0.50 2.44 -2.11
H 3.69 -0.74 -2.34
H 1.36 1.60 2.80
H 7.55 -0.73 -0.80
H -5.96 -1.21 -0.95
H -4.79 0.79 -1.85



[2]
11
Properties=species:S:1:pos:R:3 method="wB97M-V/def2-TZVPD" relative_energy_ev=0.385 e_lumo_ev=1.1 homo_energy_ev=-9.234 gap_ev=10.298
O 1.78 0.90 0.28
N 0.76 -0.99 -0.26
C -1.64 -0.40 -0.14
C -0.20 -0.01 -0.04
C 1.88 -0.40 -0.05
C 0.43 1.14 0.28
H -1.66 -1.47 0.04
H 2.87 -0.82 -0.10
H -2.28 0.12 0.59
H 0.14 2.15 0.54
H -2.07 -0.22 -1.13



[3]
50
Properties=species:S:1:pos:R:3 method="wB97M-V/def2-TZVPD" e_lumo_ev=-1.8 homo_energy_ev=-8.663 gap_ev=6.861
S 3.18 -0.51 -0.26
P 1.01 1.02 3.44
P 1.63 0.63 0.20
O -3.00 -0.36 -1.17
O 1.47 -3.59 -1.84
N 5.23 4.12 1.78
N -0.42 1.73 3.58
C 2.88 2.88 2.00
C -0.70 -2.46 -2.12
C 3.17 5.36 2.94
C -5.40 0.20 -1.15
C 4.36 3.01 1.59
C 0.99 -4.92 -1.99
C -2.53 0.90 -0.72
C 0.76 -2.58 -2.53
C 2.24 4.13 2.72
C 4.63 5.23 2.45
C 1.02 -5.41 -3.43
C -2.41 1.00 0.79
C -4.29 -0.75 -0.72
B 1.92 1.60 1.82
H 1.65 -5.55 -1.39
H -0.41 2.30 4.45
H -1.98 1.97 1.07
H -5.40 0.32 -2.23
H 5.31 6.14 2.64
H -1.26 -3.37 -2.37
H 0.34 -4.83 -4.07
H -1.18 -1.63 -2.64
H 0.85 -2.72 -3.61
H -6.37 -0.19 -0.84
H 0.71 -6.46 -3.48
H 1.84 1.47 4.55
H -5.27 1.19 -0.70
H -3.16 1.70 -1.12
H -3.38 0.91 1.28
H -0.79 -2.31 -1.05
H 4.83 2.08 1.08
H 2.77 6.28 3.48
H -1.77 0.20 1.18
H -4.48 -1.74 -1.16
H 2.02 -5.32 -3.85
H 1.23 1.45 -0.92
H 0.55 -0.31 0.47
H 1.16 4.11 3.07
H -1.54 1.03 -1.17
H 1.00 -0.42 3.47
H 1.26 -1.63 -2.30
H -0.01 -5.01 -1.56
H -4.29 -0.89 0.36